1.
{"formula": "C5H9N3O", "method": "the ωB97M-V functional and the def2-TZVPD basis", "e_homo_ev": -8.78, "charge": 0, "gap_ev": 8.6894, "spin_multiplicity": 1, "total_energy_ev": -11844.8872, "de_lowest_kcal_mol": 104.3, "elements": ["H", "N", "C", "C", "C", "C", "O", "N", "C", "N", "H", "H", "H", "H", "H", "H", "H", "H"], "xyz": [[2.70082, 0.06522, -0.74579], [2.19950, 0.09885, 0.14649], [0.93858, -0.14732, 0.06748], [0.29791, -0.84790, -1.05057], [0.30223, -2.18023, -1.13958], [-0.90512, 0.09974, -1.58003], [-1.90152, -0.38067, -2.09559], [-0.04831, 0.71375, 0.75886], [-1.18583, 0.17315, 1.48553], [0.35677, 2.04414, 1.01781], [-0.41185, -2.69833, -1.77459], [0.85823, -2.79744, -0.43876], [-0.58382, 1.12979, -1.80605], [-0.97967, -0.83051, 1.86767], [-1.50366, 0.81284, 2.31464], [-2.07303, 0.11645, 0.85127], [0.98987, 2.40820, 0.29155], [0.94891, 2.22027, 1.82965]], "atomic_forces_ev_per_a": [[-0.19, -1.22, 0.42], [-1.09, 1.24, 0.35], [0.77, 2.35, -0.37], [-2.90, 0.48, 1.23], [-0.66, 0.26, -0.02], [1.29, -2.73, -2.80], [0.94, 0.87, 1.42], [2.56, -1.00, -0.54], [-0.51, 0.07, 0.03], [0.09, 0.82, 0.10], [0.19, 0.14, -0.16], [0.35, 0.20, -0.33], [-0.35, 0.19, 0.70], [0.08, 0.22, -0.01], [0.54, -0.01, -0.06], [-0.02, -0.12, -0.19], [-0.81, -0.77, -0.20], [-0.28, -0.98, 0.43]], "lowdin_charge": [0.058, 0.129, -0.387, -0.189, 0.102, -0.195, 0.041, -0.227, -0.054, 0.038, 0.075, 0.078, 0.122, 0.089, 0.085, 0.073, 0.085, 0.078]}

2.
{"formula": "C4H28NO9", "method": "the ωB97M-V functional and the def2-TZVPD basis", "e_homo_ev": -12.94, "charge": 1, "gap_ev": 10.3695, "spin_multiplicity": 1, "total_energy_ev": -24513.4345, "de_lowest_kcal_mol": 39.2, "elements": ["C", "C", "C", "C", "O", "N", "H", "H", "H", "H", "H", "H", "H", "H", "H", "H", "H", "H", "H", "H", "O", "H", "H", "O", "H", "H", "O", "H", "H", "O", "H", "H", "O", "H", "H", "O", "H", "H", "O", "H", "H", "O"], "xyz": [[-0.51441, 0.37419, -2.10249], [0.71375, 0.66537, -1.18040], [0.90062, -0.56170, -0.35565], [0.59859, -0.35952, 1.16749], [2.31865, -0.87766, -0.33031], [0.57747, 1.97853, -0.52381], [-0.29053, -0.57023, -2.64990], [-1.35428, 0.41911, -1.43725], [-0.68073, 1.22677, -2.76454], [1.54948, 0.68457, -1.88436], [0.42087, -1.47523, -0.69144], [-0.43251, -0.60665, 1.49784], [1.21202, -1.11557, 1.66283], [0.85124, 0.63920, 1.53241], [2.42440, -1.83761, -0.39988], [-0.30663, 2.12411, 0.10645], [1.42547, 2.28293, 0.08129], [0.69167, 2.63004, -1.30748], [-0.89038, 2.78549, 1.99764], [-1.99729, 2.76972, 0.92335], [-1.22512, 2.26201, 1.25461], [-0.38255, -3.64975, -0.57528], [-1.76051, -3.18389, -0.57693], [-1.13447, -3.69999, -1.16876], [2.77474, 2.88376, 2.57322], [1.96540, 1.56175, 3.07852], [2.14000, 2.19417, 2.37643], [-2.36742, 2.33621, -1.78225], [-3.56745, 2.36947, -1.05558], [-2.63067, 2.58749, -0.88204], [3.70020, 1.26531, 0.03175], [3.44147, 1.97676, -1.37387], [3.17106, 1.90264, -0.45784], [-2.56486, -0.46699, 0.89324], [-3.97570, -1.02442, 0.42058], [-3.50809, -0.54120, 1.11606], [2.58311, -3.84013, -1.09181], [1.87912, -4.15593, 0.24617], [1.86648, -3.55568, -0.51547], [-3.13050, -3.26307, 1.10475], [-2.20874, -2.31801, 1.92869], [-2.28298, -2.81638, 1.11402]], "atomic_forces_ev_per_a": [[1.13, 1.02, 0.49], [-0.81, -1.26, -2.64], [2.09, -0.50, 3.43], [-0.96, -0.75, -0.08], [0.18, 0.60, -0.74], [1.32, 1.10, 0.68], [-0.76, 0.79, 0.46], [-0.88, -0.99, 0.12], [0.23, -0.19, -0.51], [0.15, 0.34, 0.50], [-0.59, 0.39, -0.50], [0.30, 0.39, -0.47], [0.04, 0.30, 0.09], [0.03, -0.40, -0.18], [-0.35, 0.04, 0.18], [0.72, -0.10, -0.71], [-1.15, -1.35, -0.93], [-0.74, 0.19, 0.39], [0.12, -0.25, 0.01], [0.39, -0.60, 0.01], [-0.87, 0.91, 0.75], [0.61, -0.39, -0.25], [0.75, -0.96, -1.22], [-1.12, 1.29, 1.02], [0.14, -0.25, 0.71], [0.61, 0.47, 0.38], [-0.72, -0.04, -1.07], [0.88, 0.34, 0.24], [0.01, 0.36, 1.05], [-1.26, -0.55, -1.60], [0.08, -0.19, -0.44], [0.58, -0.36, 0.07], [0.01, 0.80, 0.40], [-0.77, -0.21, -0.32], [0.60, 0.15, 0.10], [-0.18, 0.86, 0.18], [-0.06, -0.29, -0.09], [0.13, 0.13, -0.28], [0.06, -0.22, 0.36], [-0.19, -0.05, 0.39], [-0.42, -0.03, 0.17], [0.68, -0.55, -0.17]], "lowdin_charge": [-0.011, -0.328, -0.337, -0.002, -0.077, 0.156, 0.120, 0.057, 0.078, 0.142, 0.117, 0.070, 0.093, 0.034, 0.041, 0.074, 0.138, 0.163, 0.096, 0.072, -0.036, -0.021, 0.015, -0.090, 0.059, 0.056, -0.047, 0.045, 0.087, -0.054, 0.070, 0.069, -0.045, 0.006, 0.050, -0.069, 0.080, 0.088, -0.025, 0.071, 0.052, -0.060]}

3.
{"formula": "C34H30BrCrN6O5S2", "method": "the ωB97M-V functional and the def2-TZVPD basis", "e_homo_ev": [-7.84, -7.86], "charge": 0, "s2": 3.804, "gap_ev": [7.5445, 7.4833], "spin_multiplicity": 4, "total_energy_ev": -175057.8493, "de_lowest_kcal_mol": 84.6, "elements": ["Cr", "N", "C", "C", "C", "C", "C", "C", "S", "O", "O", "N", "C", "N", "C", "C", "C", "N", "H", "H", "H", "H", "H", "H", "H", "H", "H", "S", "C", "C", "C", "C", "C", "C", "N", "C", "C", "C", "C", "C", "C", "C", "H", "H", "H", "H", "H", "H", "H", "H", "C", "N", "C", "C", "C", "O", "H", "H", "H", "H", "H", "H", "H", "H", "H", "Br", "C", "C", "C", "C", "C", "C", "C", "O", "O", "H", "H", "H", "H"], "xyz": [[0.06840, -0.08088, 0.40701], [1.81249, 7.93382, 1.19009], [1.37416, 6.66203, 1.51252], [0.35325, 6.48021, 2.44620], [-0.06183, 5.20794, 2.79041], [0.54896, 4.10658, 2.21615], [1.56654, 4.27020, 1.28782], [1.97561, 5.53986, 0.93513], [0.06362, 2.48021, 2.67319], [-1.09020, 2.56261, 3.52898], [1.22605, 1.80347, 3.19060], [-0.30029, 1.72946, 1.28177], [-1.44205, 2.10440, 0.64510], [-1.97187, 1.10215, -0.08636], [-3.01196, 1.40737, -0.84825], [-3.57528, 2.66937, -0.86236], [-2.98904, 3.60552, -0.02214], [-1.92887, 3.34142, 0.72060], [1.17327, 8.68891, 1.37373], [2.31372, 8.02853, 0.32289], [-0.11839, 7.34394, 2.89573], [-0.86963, 5.05706, 3.49107], [2.02024, 3.40310, 0.82651], [2.76296, 5.67152, 0.20551], [-3.42574, 0.60363, -1.45005], [-4.42830, 2.90292, -1.47903], [-3.38228, 4.61315, 0.05120], [1.55009, -3.71300, -1.81421], [0.44953, -2.81297, -2.82606], [0.43444, -2.60713, -4.27947], [0.03388, -1.44022, -4.81205], [-0.55099, -0.27854, -4.01689], [-0.58772, -0.60217, -2.56013], [-0.15483, -1.88403, -2.05147], [0.20633, -1.83839, -0.74120], [1.15278, -2.70889, -0.47238], [1.87114, -2.47578, 0.77268], [2.77373, -3.38083, 1.31835], [3.52439, -3.00158, 2.41744], [3.37660, -1.71792, 2.92231], [2.46890, -0.81843, 2.36526], [1.66918, -1.16898, 1.28269], [0.80127, -3.39117, -4.92763], [0.06031, -1.33878, -5.88922], [-1.48746, 0.03733, -4.48691], [-1.40064, -0.14450, -2.01282], [2.89822, -4.36326, 0.87885], [4.23294, -3.68897, 2.85824], [3.98282, -1.40301, 3.76227], [2.38254, 0.16929, 2.79215], [-0.37126, -3.24604, 4.56635], [-0.56810, -2.04976, 3.76970], [-0.32249, -0.76536, 4.41893], [-0.93592, -2.08989, 2.49581], [-1.29278, -3.41213, 1.87619], [-1.02425, -1.02505, 1.84868], [0.29789, -2.99732, 5.38677], [0.09632, -4.03371, 3.97894], [-1.31277, -3.61139, 4.98187], [-0.73997, -0.80414, 5.42405], [-0.80209, 0.03114, 3.85742], [0.74631, -0.55940, 4.46885], [-2.02304, -3.94153, 2.48672], [-0.40950, -4.04369, 1.78241], [-1.70445, -3.22803, 0.88792], [6.48786, -1.72376, -3.12969], [4.72178, -1.06389, -2.92048], [4.21497, -0.85711, -1.65168], [2.91871, -0.38962, -1.52010], [2.09768, -0.16688, -2.61925], [2.66982, -0.30542, -3.88274], [3.96877, -0.76031, -4.04138], [0.66309, 0.34049, -2.39130], [0.24451, 0.91112, -3.73176], [0.59908, 1.00558, -1.23457], [4.82061, -1.04229, -0.77667], [2.54828, -0.17134, -0.52971], [2.11169, -0.02278, -4.75999], [4.39524, -0.86505, -5.02857]], "atomic_forces_ev_per_a": [[-0.26, -0.03, -0.31], [0.09, 0.16, 0.00], [-0.03, -0.10, -0.02], [-0.01, -0.04, -0.01], [0.01, -0.04, -0.01], [0.01, -0.01, 0.10], [-0.01, -0.01, -0.02], [-0.05, -0.01, 0.03], [0.28, 0.14, -0.02], [-0.06, 0.06, 0.02], [0.05, 0.03, 0.00], [0.03, -0.04, 0.46], [-0.10, -0.01, -0.20], [0.31, 0.03, 0.00], [-0.15, -0.13, 0.00], [0.01, -0.07, 0.05], [-0.02, -0.06, -0.04], [-0.08, 0.07, 0.06], [0.01, -0.02, -0.03], [-0.03, 0.01, 0.00], [-0.03, 0.05, 0.03], [-0.03, 0.00, 0.05], [0.03, -0.04, -0.02], [0.05, 0.00, -0.05], [0.02, 0.02, -0.02], [-0.03, 0.01, -0.01], [-0.02, 0.04, -0.01], [-0.09, 0.11, 0.00], [-0.10, 0.17, 0.09], [0.01, 0.04, 0.01], [0.05, 0.02, 0.02], [-0.15, 0.04, -0.04], [0.06, -0.12, 0.01], [0.04, -0.16, -0.14], [0.10, -0.22, 0.00], [-0.15, 0.08, 0.04], [0.04, -0.03, 0.05], [-0.04, 0.03, 0.00], [0.01, 0.00, 0.01], [0.00, 0.01, 0.02], [0.00, -0.03, 0.09], [0.02, -0.01, 0.00], [0.01, -0.04, -0.04], [0.02, 0.01, -0.08], [0.06, -0.06, 0.03], [-0.01, 0.03, -0.03], [0.00, -0.05, -0.03], [0.03, -0.02, 0.02], [0.02, 0.02, 0.03], [0.01, 0.02, -0.02], [0.02, -0.09, 0.03], [-0.03, -0.03, -0.12], [-0.03, 0.08, 0.02], [0.13, 0.10, 0.29], [-0.02, 0.07, -0.04], [-0.15, 0.15, -0.50], [0.00, -0.03, -0.01], [-0.01, -0.01, 0.02], [0.00, -0.02, 0.02], [0.00, 0.01, 0.02], [0.02, -0.07, 0.10], [-0.02, 0.01, 0.01], [-0.02, -0.03, 0.02], [0.06, 0.00, -0.01], [0.02, 0.00, 0.02], [0.01, 0.00, 0.00], [0.02, 0.00, -0.02], [0.04, -0.01, -0.04], [-0.08, 0.03, 0.04], [0.08, -0.05, -0.06], [-0.07, 0.03, 0.01], [0.06, -0.02, 0.03], [0.02, -0.01, -0.17], [0.00, 0.06, -0.02], [-0.06, 0.03, 0.38], [0.04, -0.01, 0.05], [0.07, -0.01, -0.13], [-0.04, -0.02, 0.00], [0.02, -0.01, -0.03]], "lowdin_charge": [0.930, 0.096, -0.324, -0.030, -0.059, -0.309, -0.047, -0.024, 0.620, -0.292, -0.313, -0.171, -0.459, 0.091, -0.113, -0.045, -0.103, 0.164, 0.088, 0.089, 0.108, 0.112, 0.121, 0.111, 0.118, 0.098, 0.113, 1.158, -0.412, -0.064, -0.021, -0.222, -0.110, -0.277, 0.026, -0.513, -0.264, -0.046, -0.084, -0.068, -0.086, -0.120, 0.107, 0.111, 0.149, 0.118, 0.109, 0.101, 0.106, 0.071, -0.027, -0.106, 0.004, -0.451, 0.030, -0.082, 0.096, 0.088, 0.099, 0.102, 0.070, 0.089, 0.094, 0.088, 0.090, 0.719, -0.691, -0.107, -0.023, -0.089, -0.011, -0.112, -0.441, -0.017, -0.155, 0.106, 0.086, 0.112, 0.100]}